# C19H39B4ClN2O7

C19H39B4ClN2O7 as an isolated structure in a non-equilibrium geometry (the ωB97M-V functional and the def2-TZVPD basis, the Open Molecules 2025 dataset).

Each line ends with the Löwdin charge.
CARTESIAN COORDINATES (ANGSTROEM)
Cl: -5.410 -1.445 -0.157  0.573
O: -0.210 1.945 2.064  0.300
O: 5.053 1.269 -4.563  -0.204
O: -1.282 3.221 -1.412  0.125
O: -4.093 -5.535 4.682  -0.188
O: -1.730 0.340 2.872  0.308
O: -2.480 2.018 1.318  0.267
O: 1.823 -0.104 1.814  -0.035
N: 3.237 1.766 -6.752  0.039
N: -3.550 -3.101 3.234  0.046
C: 3.935 -0.877 -1.711  -0.089
C: -3.956 -0.076 1.669  -0.102
C: 3.151 -1.877 -1.143  -0.079
C: 3.874 2.881 -6.046  -0.434
C: 4.986 3.449 -6.921  -0.072
C: -5.269 1.247 -0.051  -0.127
C: -4.926 -4.404 4.850  -0.208
C: -3.304 -2.562 5.592  -0.062
C: 2.447 -1.642 0.033  -0.027
C: 4.006 0.338 -1.051  -0.085
C: 6.430 1.365 -4.876  -0.104
C: -3.231 -5.819 5.766  -0.107
C: -4.403 0.029 0.215  -0.703
C: 4.336 2.487 -4.635  -0.213
C: 2.506 -0.407 0.667  -0.281
C: 0.480 -0.553 1.882  -0.048
C: 3.313 0.590 0.124  0.000
C: 0.739 4.132 -0.169  -0.005
C: -4.261 -3.062 4.514  -0.424
B: -0.583 3.286 -0.221  -0.317
B: -0.488 0.605 2.317  -0.480
B: -1.142 2.393 1.135  -0.351
B: -2.688 0.805 1.972  -0.508
H: -5.757 -4.552 4.155  0.123
H: -5.066 -2.325 4.425  0.136
H: 0.111 -0.892 0.907  0.141
H: 0.347 -1.403 2.555  0.135
H: 4.560 3.944 -7.794  0.075
H: 6.855 2.316 -4.541  0.091
H: -3.564 -0.040 -0.467  0.098
H: -5.353 -4.392 5.861  0.120
H: 6.941 0.553 -4.359  0.086
H: 0.509 5.151 0.137  0.075
H: 6.606 1.239 -5.947  0.076
H: -4.872 2.134 0.429  0.076
H: -6.288 1.046 0.263  0.069
H: -2.283 -5.284 5.675  0.075
H: 4.599 1.136 -1.476  0.098
H: -2.216 3.413 -1.282  0.101
H: -5.300 1.434 -1.123  0.078
H: -3.069 -1.511 5.425  0.073
H: 3.123 3.668 -5.921  0.135
H: 2.430 1.451 -6.221  0.072
H: 3.876 0.977 -6.721  0.068
H: 5.656 2.672 -7.288  0.064
H: 1.430 3.694 0.549  0.056
H: 3.053 -2.848 -1.604  0.101
H: -2.914 -3.895 3.258  0.077
H: -3.746 -2.654 6.586  0.079
H: 3.394 1.547 0.611  0.115
H: 4.911 3.296 -4.165  0.120
H: 4.443 -1.078 -2.639  0.096
H: 1.835 -2.421 0.464  0.114
H: 5.581 4.185 -6.376  0.078
H: -4.760 0.297 2.309  0.129
H: -2.360 -3.107 5.585  0.065
H: -3.016 -6.887 5.743  0.087
H: 3.444 2.332 -4.021  0.119
H: -3.755 -1.112 1.925  0.064
H: -3.698 -5.578 6.725  0.090
H: 1.211 4.129 -1.151  0.066
H: -4.208 -3.336 2.494  0.073

Properties
* total charge: 0
* maximum force: 0.02914 hartree/bohr
* M: 486.2 Da
* ΔE to the lowest compared entry with this formula, charge and spin: 0.0000 eV
* electronic energy: -1943.4137 Eh
* gap between HOMO and LUMO: 8.9 eV
* multiplicity: 1